No. 1
A 2-piece molecular cluster, CH7P3 overall in a non-equilibrium geometry, computed with the ωB97M-V functional and the def2-TZVPD basis.

```
11
Properties=species:S:1:pos:R:3:forces:R:3:mulliken_charge:R:1
C 0.29195 -2.82241 0.98052 -1.4150 -1.7314 -3.2631 -0.80
P -0.73144 1.89108 -0.51597 -1.1657 0.6830 -0.8987 -0.15
P 1.42737 0.10777 0.74610 -0.0313 1.6456 1.9019 -0.16
P 1.45053 -1.75287 -0.05511 0.0485 -3.4095 -0.4534 0.09
H 0.24658 -2.35909 1.93050 -0.1037 0.1408 1.1863 0.30
H 0.68886 -3.94004 0.98724 -0.8953 2.5071 0.1461 0.25
H -0.80583 -2.79927 0.47296 2.4557 -0.2102 1.3876 0.24
H 0.59395 2.15065 -0.33122 1.0105 0.6358 0.1704 0.02
H -0.96268 3.18537 -1.17251 0.0266 -0.7287 0.4456 0.07
H 2.32904 0.55632 -0.19805 0.1933 0.5785 -0.6877 0.07
H -0.44293 1.28393 -1.76301 -0.1236 -0.1110 0.0649 0.07
```
Positions in Å, forces in eV/Å.

⟨S²⟩: 2.01
Electronic energy in eV: -29012.024
LUMO energy (spin up / spin down) in eV: 0.991 / -2.727
Spin multiplicity: 3
ΔE to the lowest compared entry with this formula, charge and spin in kJ/mol: 0.0

No. 2
CH8AgBInO3P as an isolated structure, computed with the ωB97M-V functional and the def2-TZVPD basis.

```
16
Properties=species:S:1:pos:R:3:forces:R:3:mulliken_charge:R:1
C 0.92021 -1.82510 -0.54097 -0.0721 0.2835 0.1357 -0.50
O 1.52717 -0.93010 0.40286 0.6051 -0.2473 -0.5005 -0.60
B 1.39422 0.44346 0.34040 0.1026 -0.2126 0.5276 0.85
O 2.37463 1.16476 0.96663 -0.2020 0.4579 -0.3152 -0.53
In -0.38277 1.60305 -0.78182 0.3084 0.2333 0.2671 0.38
P -2.38282 0.25778 0.09606 -0.7404 0.3172 -0.4562 0.29
O -3.36922 -0.45619 -0.76986 0.1927 -0.1095 0.3481 -0.63
H 0.93855 -2.82141 -0.10094 -0.0443 0.0797 -0.0894 0.19
H 1.49657 -1.80911 -1.46817 -0.0984 -0.0862 0.0943 0.25
H -0.10840 -1.51606 -0.75332 0.0604 -0.1227 -0.0372 0.23
H 3.24572 0.75772 1.00986 0.0978 -0.3494 0.1235 0.33
H -0.57770 3.20143 -0.19990 -0.1506 0.1593 0.1165 -0.29
H -0.06136 1.42084 -2.43329 0.0457 -0.1918 -0.2864 -0.27
H -2.98605 1.00837 1.15689 -0.0653 0.0574 -0.1295 0.06
H -1.76043 -0.64512 1.12177 -0.2388 -0.4935 0.0509 0.05
Ag -0.26834 0.14568 1.95379 0.1992 0.2247 0.1506 0.19
```
Positions in Å, forces in eV/Å.

Electronic energy in eV: -26445.525
LUMO energy in eV: -1.696

No. 3
CH8Ba3O7 as an isolated structure in a non-equilibrium geometry, computed with the ωB97M-V functional and the def2-TZVPD basis.

```
19
Properties=species:S:1:pos:R:3:forces:R:3:mulliken_charge:R:1
Ba -3.03961 -4.98239 2.70443 0.2885 0.1712 0.2018 1.75
Ba -2.97629 -2.74472 -5.13177 0.3472 0.3146 0.2550 1.55
Ba 2.29448 4.26308 -2.72298 -0.3034 -0.3024 0.4743 1.96
C -0.24222 -0.41208 -1.17170 4.7709 0.3130 -0.5746 0.76
O -0.83998 -1.44913 -1.01296 -2.8219 -3.9950 2.3648 -0.66
O 0.86711 -0.05727 -0.62978 -0.6268 0.3623 1.3499 -0.66
O -0.47932 0.18450 -2.22821 -1.7181 3.2717 -3.7991 -0.72
O 1.14302 -2.19958 3.94322 -0.4242 -0.2814 -0.1304 -0.67
H 1.67435 -1.97937 4.70836 0.1579 0.0064 0.2964 0.34
H 1.49616 -1.65373 3.24067 0.1143 0.1648 -0.2556 0.33
O -2.49792 4.55848 -2.71429 0.6365 -0.0078 0.0388 -0.64
H -2.38633 3.64000 -2.95959 -0.1585 -0.3351 0.0481 0.31
H -3.31194 4.82397 -3.14221 -0.2894 0.2618 -0.0844 0.34
O 2.32978 -4.81146 -0.07183 -0.1421 -0.2561 -0.1290 -0.61
H 2.15318 -4.89309 0.86539 0.1985 -0.0022 0.2909 0.30
H 1.66869 -4.19558 -0.38787 -0.0621 0.3689 -0.1531 0.31
O 0.99938 4.22602 2.15824 0.2642 0.1140 -0.5467 -0.66
H 1.02484 3.27463 2.05608 0.0163 -0.3364 0.1536 0.33
H 0.12267 4.40766 2.49681 -0.2479 0.1679 0.1992 0.34
```
Positions in Å, forces in eV/Å.

Electronic energy in eV: -17536.118
LUMO energy in eV: -11.507
Total charge: +4
ΔE to the lowest compared entry with this formula, charge and spin in kJ/mol: 1023.3

No. 4
A 2-piece molecular cluster, CH8N2 overall in a non-equilibrium geometry, computed with the ωB97M-V functional and the def2-TZVPD basis.

```
11
Properties=species:S:1:pos:R:3:forces:R:3:mulliken_charge:R:1
N 2.12612 -0.27323 -0.11254 0.1073 -0.5027 0.1620 -0.52
N 0.88310 0.42629 0.09038 -1.3205 0.7368 -0.0250 -0.40
H 2.61184 -0.11346 0.76690 0.1969 -0.0144 -0.1040 0.24
H 1.87675 -1.25901 -0.02891 0.1431 0.0987 -0.2233 0.23
H 0.10968 -0.01131 -0.42778 0.7816 0.0536 0.1887 0.21
H 0.97150 1.35719 -0.31975 0.1325 -0.3721 -0.0134 0.23
C -2.66909 -0.10652 0.01593 0.2248 0.3528 -0.0503 -0.95
H -3.49734 0.24105 0.64065 0.1403 -0.1401 -0.1859 0.27
H -2.36818 0.69482 -0.67446 -0.1978 -0.2538 0.1684 0.22
H -2.93878 -0.99714 -0.54332 -0.1783 0.0103 -0.0613 0.25
H -1.81542 -0.34443 0.64622 -0.0298 0.0310 0.1441 0.21
```
Positions in Å, forces in eV/Å.

SMILES: NN.C
Electronic energy in eV: -4145.664
LUMO energy in eV: 1.079
ΔE to the lowest compared entry with this formula, charge and spin in kJ/mol: 103.3

No. 5
A 2-piece molecular cluster, CH8N2O overall in a non-equilibrium geometry, computed with the ωB97M-V functional and the def2-TZVPD basis.

```
12
Properties=species:S:1:pos:R:3:forces:R:3:mulliken_charge:R:1
N 2.09018 0.61335 0.53000 -0.7231 -4.2594 -0.5029 -0.27
C 0.83326 0.45836 -0.12437 -2.0493 1.9345 -1.5225 -0.51
N -0.30347 -0.09389 0.75029 2.9421 3.1289 2.1206 -0.36
H 2.47756 -0.37299 0.43575 0.6175 1.8458 0.7860 0.36
H 2.07106 0.91913 1.47148 0.3908 0.8849 1.1968 0.28
H 0.95945 -0.31008 -0.87263 -0.1396 0.3923 -0.6827 0.44
H 0.49198 1.44806 -0.49703 0.1100 -0.8795 -0.0413 0.34
H -0.38076 0.55429 1.65648 -0.4301 -2.1732 -2.1444 0.35
H -0.03415 -1.04580 0.91839 -0.6717 -0.9291 0.8283 0.31
H -3.18024 -0.70265 -1.27344 -0.6971 -0.1708 -0.1674 0.34
H -1.94045 0.02332 -0.75538 -0.7879 -2.0840 -1.1286 0.32
O -2.24637 -0.86245 -1.16243 1.4383 2.3096 1.2580 -0.60
```
Positions in Å, forces in eV/Å.

⟨S²⟩: 0.76
Electronic energy in eV: -6184.422
LUMO energy (spin up / spin down) in eV: -3.935 / -9.296
Total charge: +1
Spin multiplicity: 2
ΔE to the lowest compared entry with this formula, charge and spin in kJ/mol: 69.8

No. 6
A 3-piece molecular cluster, CH8N2O2 overall in a non-equilibrium geometry, computed with the ωB97M-V functional and the def2-TZVPD basis.

```
13
Properties=species:S:1:pos:R:3:forces:R:3:mulliken_charge:R:1
H 2.94196 1.80512 2.60363 -0.9645 0.7998 -0.0238 0.22
N 2.27336 1.12194 2.22867 2.2556 -1.5078 0.5061 -0.54
C 2.58391 0.88500 1.01327 -2.2538 2.0095 -0.4020 0.04
N 3.01977 1.85785 0.08822 1.0682 -1.0218 0.3668 -0.52
H 2.18421 -0.01622 0.56535 -0.0092 -0.0807 -0.3797 0.37
H 3.33621 2.73004 0.48002 -0.1810 0.0349 0.1804 0.22
H 2.39813 1.99161 -0.68825 0.0276 -0.2546 -0.2827 0.22
O -1.05772 0.54687 -0.23993 0.0168 -0.4733 -0.6991 -0.65
H -1.15515 1.49254 -0.16563 -0.0100 0.2965 0.3505 0.31
H -0.88492 0.18294 0.62640 0.0474 0.1941 0.3822 0.33
O -5.29076 -4.59289 -2.15326 -0.3500 -0.1602 0.0024 -0.63
H -5.89850 -3.85458 -2.18878 -0.4385 0.0775 -0.0036 0.32
H -4.45051 -4.15024 -2.16972 0.7917 0.0860 0.0024 0.32
```
Positions in Å, forces in eV/Å.

SMILES: [H]/N=C\N.O.O
Electronic energy in eV: -8240.975
LUMO energy in eV: 0.715
ΔE to the lowest compared entry with this formula, charge and spin in kJ/mol: 123.6

No. 7
A 2-piece molecular cluster, CH8N2O2Si overall in a non-equilibrium geometry, computed with the ωB97M-V functional and the def2-TZVPD basis.

```
14
Properties=species:S:1:pos:R:3:forces:R:3:mulliken_charge:R:1
C -3.12618 -0.43424 -0.02678 2.5635 1.9043 -0.1197 -0.91
N 2.75431 0.02764 -0.60625 0.0392 0.0085 0.7731 -0.62
N 0.88017 1.41460 0.85707 -1.2133 0.1920 0.0048 -0.35
O 2.91102 -1.28045 0.08610 0.2760 1.3971 -0.9918 -0.41
O -0.36616 0.89091 0.65242 0.2216 1.3797 1.1205 -0.02
Si -1.14718 -0.27631 -0.17391 -1.1459 -1.5190 0.6373 0.21
H -3.40520 -1.46517 0.05046 -0.2775 -0.5038 -0.8292 0.35
H -3.11500 -0.13608 1.01453 -0.8091 0.7189 0.3191 0.25
H -3.61908 0.28816 -0.73640 0.0865 -1.1411 0.9623 0.27
H 1.87002 -0.02723 -1.06813 -0.6071 -0.9279 -1.1891 0.27
H 2.36588 0.68087 0.08639 1.0518 -0.4298 0.5233 0.49
H 0.75058 2.11552 1.61184 -0.3466 -0.5519 -0.3005 0.19
H 3.77772 -1.45792 -0.30381 -0.2189 -0.5105 0.4498 0.34
H -0.53090 -0.34029 -1.44353 0.3799 -0.0164 -1.3599 -0.08
```
Positions in Å, forces in eV/Å.

Electronic energy in eV: -16113.269
LUMO energy (spin up / spin down) in eV: -0.421 / -0.582
ΔE to the lowest compared entry with this formula, charge and spin in kJ/mol: 440.1

No. 8
A 2-piece molecular cluster, CH8N2S overall, computed with the ωB97M-V functional and the def2-TZVPD basis.

```
12
Properties=species:S:1:pos:R:3:forces:R:3:mulliken_charge:R:1
N 1.31836 -2.13441 0.75035 0.0694 -0.2237 -0.2721 -0.61
C 1.00913 -0.91419 0.01524 -0.5493 0.6904 -0.1948 -0.36
N 2.15820 -0.26010 -0.55486 0.4203 -0.1498 0.1078 -0.59
H 1.90953 -2.72723 0.16947 -0.1226 0.0575 0.1006 0.22
H 0.46689 -2.66098 0.91259 0.0044 -0.0243 0.1499 0.22
H 0.50346 -0.21320 0.67720 0.2153 0.0476 0.4150 0.33
H 0.27688 -1.00146 -0.79342 0.0866 -0.5548 -0.2299 0.32
H 2.58262 -0.86352 -1.25080 -0.0366 0.0782 -0.1275 0.22
H 2.87201 -0.12420 0.15447 -0.0893 0.0795 0.0517 0.26
S -4.56843 3.20204 -0.43674 0.0203 0.1593 0.1178 -0.29
H -5.03903 4.37664 0.00911 -0.0602 -0.0701 -0.0830 0.14
H -3.48963 3.32062 0.34740 0.0416 -0.0898 -0.0355 0.14
```
Positions in Å, forces in eV/Å.

SMILES: NCN.S
Electronic energy in eV: -14981.800
LUMO energy in eV: 0.847
ΔE to the lowest compared entry with this formula, charge and spin in kJ/mol: 22.5

No. 9
A 2-piece molecular cluster, CH8N3O overall in a non-equilibrium geometry, computed with the ωB97M-V functional and the def2-TZVPD basis.

```
13
Properties=species:S:1:pos:R:3:forces:R:3:mulliken_charge:R:1
N 0.04333 -1.19233 -0.45060 -0.3290 2.4473 -0.0468 -0.28
C 0.59929 0.01586 -0.54966 2.5544 3.7451 2.1641 0.59
N 1.90334 0.25927 -1.16326 -3.4172 -0.8898 1.3761 -0.40
N 0.01338 1.10998 0.17990 2.7024 -0.7198 -1.5894 -0.41
H -0.94594 -1.24911 -0.22142 0.3149 0.0249 0.2750 0.26
H 0.41394 -1.85890 -1.04447 0.7068 -1.8529 -1.1654 0.24
H 2.46791 1.06036 -0.82976 -0.7853 -0.9755 -0.3996 0.24
H 2.37236 -0.49887 -1.68016 -0.4777 0.7772 0.5451 0.24
H -0.58215 0.90346 1.00625 0.2960 -0.2174 -1.0677 0.32
H 0.55205 2.03166 0.23584 -0.9787 -2.1141 -0.4032 0.24
H -2.72290 0.05763 0.81671 -0.1938 -0.1078 0.9199 0.34
H -2.17202 -0.46174 2.35566 0.2093 1.0886 -3.9689 0.35
O -1.94261 -0.17729 1.34498 -0.6022 -1.2058 3.3608 -0.74
```
Positions in Å, forces in eV/Å.

Electronic energy in eV: -7678.408
LUMO energy in eV: -3.303
Total charge: +1
ΔE to the lowest compared entry with this formula, charge and spin in kJ/mol: 138.7

No. 10
A 2-piece molecular cluster, CH8N4P overall in a non-equilibrium geometry, computed with the ωB97M-V functional and the def2-TZVPD basis.

```
14
Properties=species:S:1:pos:R:3:forces:R:3:mulliken_charge:R:1
C 0.69757 1.23339 -0.54504 -1.0234 -0.9345 1.7979 -0.35
N 0.44107 1.17453 -1.74584 -1.1536 0.4252 0.0840 0.50
N 0.26338 0.98023 -2.90727 2.1717 -0.2915 -1.6475 -0.43
N -0.84304 1.18583 -3.59535 -0.6908 0.1400 4.5339 -0.27
N 0.01540 -2.01563 2.77836 1.7313 -1.6067 0.5191 -0.77
P 0.23447 -0.67649 1.07512 2.1366 -0.7176 -1.7947 0.26
H 0.80722 2.23317 -0.10948 0.5956 -0.1005 -0.3517 0.29
H -1.62997 1.51595 -3.00722 0.2021 -0.1768 -1.6211 0.27
H -0.67323 1.12334 -4.54732 -0.4459 0.0744 -1.8709 0.26
H 0.29315 -1.55303 3.65395 0.5048 -0.2724 -0.3973 0.35
H 0.54488 -2.99074 2.70467 -1.1027 2.8755 0.0777 0.37
H -0.91345 -2.29068 3.02052 -1.1749 -0.2236 -0.3717 0.33
H 1.41698 -0.13952 1.69488 -0.7216 -0.2387 -0.0503 0.10
H -0.65443 0.21965 1.53001 -1.0291 1.0472 1.0926 0.08
```
Positions in Å, forces in eV/Å.

Electronic energy in eV: -16404.769
LUMO energy in eV: -3.542
Total charge: +1
ΔE to the lowest compared entry with this formula, charge and spin in kJ/mol: 539.3